Entry 1:
108
Properties=species:S:1:pos:R:3:forces:R:3:lowdin_charge:R:1 method="wB97M-V/def2-TZVPD" e_lumo_ha=0.0025 homo_ev=-8.858 gap_ev=8.9 molar_mass_g_mol=708.8 smiles="COC(=O)OC.COC(=O)OC.COC(=O)OC.CNC(C)=O.CNC(C)=O.CNC(C)=O.CNC(C)=O.CNC(C)=O.CNC(C)=O" total_charge=0
C 1.166 1.298 2.341 -1.049 -0.609 0.821 -0.031
O 0.923 0.340 1.291 -2.086 -0.378 -0.701 -0.013
C -0.392 0.132 0.916 -0.328 0.083 -2.291 -0.465
O -1.396 0.784 1.185 1.840 -1.025 0.732 0.076
O -0.413 -0.840 -0.052 1.936 0.140 1.497 -0.022
C -1.564 -1.390 -0.685 -1.798 1.349 -0.649 -0.028
H 2.216 1.584 2.393 -0.221 -0.125 -0.592 0.084
H 0.927 0.774 3.267 0.132 0.011 0.093 0.076
H 0.464 2.131 2.293 0.300 0.194 -0.381 0.091
H -2.334 -1.761 -0.008 0.446 -0.210 0.222 0.073
H -1.365 -2.102 -1.486 1.031 -0.401 0.732 0.087
H -2.039 -0.639 -1.316 -0.081 0.512 0.332 0.065
C 4.638 -5.785 -4.058 0.530 0.166 -1.114 -0.075
O 3.980 -4.881 -3.196 -1.744 1.506 1.060 -0.037
C 2.820 -4.194 -3.555 0.816 -0.812 -2.775 -0.488
O 2.278 -4.416 -4.648 0.612 0.908 3.005 0.089
O 2.541 -3.243 -2.636 2.823 -2.791 -0.160 -0.001
C 1.397 -2.491 -2.729 -2.079 0.312 -1.431 -0.058
H 5.682 -5.767 -3.745 -0.167 -0.311 0.376 0.092
H 4.696 -5.468 -5.100 -0.517 0.424 -0.029 0.090
H 4.243 -6.800 -4.092 -0.233 0.096 0.525 0.092
H 0.532 -3.151 -2.788 -0.279 -0.061 0.638 0.089
H 1.336 -2.024 -3.713 0.262 0.719 0.192 0.111
H 1.368 -1.807 -1.881 -0.041 -0.098 -0.298 0.089
C -2.764 -1.891 3.082 0.577 -1.317 0.137 0.008
O -3.867 -2.813 3.173 -0.123 2.603 2.679 0.030
C -4.099 -3.610 2.213 1.219 0.104 -2.877 -0.680
O -3.388 -3.656 1.221 -0.708 -0.818 -0.014 0.094
O -5.210 -4.237 2.467 -1.571 -0.919 -0.061 0.028
C -5.784 -5.072 1.453 0.809 -0.186 -0.650 -0.017
H -2.909 -1.168 3.885 0.081 -0.140 -0.237 0.104
H -2.592 -1.440 2.104 -0.689 0.048 0.087 0.065
H -1.919 -2.559 3.246 0.528 0.588 0.286 0.105
H -5.083 -5.879 1.239 -0.333 -0.433 0.366 0.096
H -5.858 -4.590 0.478 -0.172 0.584 0.230 0.096
H -6.771 -5.381 1.797 0.381 -0.076 0.094 0.098
C -5.031 2.453 0.458 0.765 -1.082 1.130 0.001
C -3.990 3.534 0.631 -1.301 2.524 -1.023 -0.536
O -4.333 4.737 0.629 0.402 -1.699 0.234 -0.001
N -2.695 3.190 0.696 0.387 0.039 0.269 0.014
C -1.706 4.208 0.916 0.975 0.957 -0.658 -0.086
H -5.108 1.970 -0.516 -0.123 0.726 -0.322 0.073
H -5.982 2.750 0.901 0.079 0.176 -0.491 0.085
H -4.669 1.617 1.057 -0.105 -0.289 0.327 0.070
H -2.391 2.235 0.827 -0.232 0.031 -0.030 0.071
H -1.861 5.109 0.323 -0.857 -0.013 0.065 0.080
H -0.724 3.950 0.521 0.101 -0.874 0.313 0.066
H -1.594 4.550 1.945 -0.170 -0.229 0.194 0.085
C -0.153 -6.658 -4.082 1.273 0.027 0.087 -0.006
C -1.099 -6.435 -2.941 -2.561 -0.602 -2.153 -0.533
O -2.302 -6.595 -3.216 1.015 0.357 1.263 0.011
N -0.662 -5.924 -1.773 0.342 -1.113 -1.065 -0.004
C -1.549 -5.448 -0.767 0.847 1.187 1.120 -0.094
H 0.839 -6.321 -3.783 0.184 -0.042 -0.497 0.050
H -0.492 -6.123 -4.970 -0.024 0.581 0.403 0.094
H -0.088 -7.662 -4.500 -0.168 -0.352 0.762 0.083
H 0.307 -6.068 -1.525 -0.176 0.209 -0.160 0.138
H -2.315 -4.768 -1.141 0.003 -0.379 -0.163 0.087
H -0.824 -4.841 -0.225 -0.632 0.421 0.796 0.083
H -1.958 -6.165 -0.055 -0.152 -0.288 -0.373 0.084
C 2.143 2.115 5.519 0.841 -0.751 0.449 0.010
C 3.604 1.607 5.350 -1.696 0.191 -0.930 -0.569
O 3.920 0.810 4.493 0.228 -0.281 -0.442 0.042
N 4.466 2.186 6.177 1.388 1.153 1.434 0.004
C 5.908 1.960 6.236 0.036 -0.934 0.131 -0.060
H 1.455 1.362 5.135 0.152 0.176 0.068 0.061
H 1.974 3.073 5.028 0.148 -0.056 -0.040 0.079
H 1.985 2.222 6.592 -0.356 0.193 -0.004 0.073
H 4.093 2.658 6.989 -0.069 0.048 -0.310 0.132
H 6.334 1.669 5.275 -0.333 0.322 -0.121 0.083
H 6.123 1.116 6.891 0.004 -0.128 0.117 0.082
H 6.450 2.806 6.658 -0.322 0.208 -0.250 0.082
C 2.319 1.379 -1.456 0.114 0.181 2.218 0.012
C 1.412 2.280 -2.199 1.430 0.130 -0.395 -0.610
O 0.949 1.897 -3.231 -1.901 -0.886 -2.312 0.057
N 1.315 3.557 -1.822 -0.887 2.053 0.605 0.034
C 0.556 4.607 -2.544 0.845 -0.162 0.280 -0.047
H 3.288 1.306 -1.952 -0.207 -0.194 -0.085 0.099
H 1.853 0.419 -1.233 0.106 -0.099 -0.686 0.065
H 2.453 1.794 -0.457 0.535 0.065 0.057 0.048
H 1.858 3.920 -1.053 -0.102 -0.497 0.208 0.084
H 0.240 5.362 -1.823 -0.227 -0.199 0.178 0.069
H -0.307 4.264 -3.114 0.289 -0.317 0.220 0.064
H 1.230 5.148 -3.208 -0.022 -0.141 -0.361 0.078
C -4.447 -0.213 -4.925 -0.305 -0.905 -0.231 -0.007
C -3.289 0.061 -3.991 0.954 -0.532 -1.439 -0.574
O -2.340 -0.690 -3.808 -0.590 -0.404 0.265 0.037
N -3.319 1.295 -3.528 0.145 2.242 1.593 0.022
C -2.373 1.927 -2.592 0.436 -0.735 -0.127 -0.032
H -5.323 -0.500 -4.343 -0.057 -0.106 0.022 0.081
H -4.194 -1.037 -5.592 0.013 -0.028 0.182 0.084
H -4.745 0.624 -5.555 0.235 0.211 0.200 0.077
H -4.108 1.878 -3.769 0.117 -0.215 0.017 0.133
H -1.941 2.812 -3.059 -0.501 0.309 0.370 0.074
H -1.478 1.344 -2.374 -0.204 -0.609 -0.633 0.068
H -2.814 2.041 -1.602 -0.244 0.688 -0.262 0.060
C 2.249 5.796 1.950 -0.854 1.425 0.228 -0.009
C 3.059 4.565 1.668 -2.507 1.532 -0.982 -0.549
O 2.612 3.820 0.798 1.510 -0.849 0.752 0.021
N 4.141 4.544 2.433 0.868 -0.791 -0.102 0.025
C 5.126 3.481 2.340 0.254 -0.367 0.070 -0.041
H 1.504 6.031 1.189 0.270 -0.363 -0.263 0.082
H 2.872 6.684 2.049 0.131 0.087 0.017 0.079
H 1.661 5.752 2.867 0.176 -0.368 0.249 0.085
H 4.293 5.430 2.893 0.434 -0.527 0.185 0.137
H 4.770 2.581 2.841 -0.050 -0.027 0.020 0.065
H 6.079 3.749 2.797 -0.180 0.272 -0.017 0.087
H 5.306 3.227 1.295 -0.020 0.072 -0.017 0.093

Entry 2:
21
Properties=species:S:1:pos:R:3:forces:R:3:lowdin_charge:R:1 method="wB97M-V/def2-TZVPD" e_lumo_ha="-0.0546 / -0.0529" homo_ev="-7.728 / -7.724" gap_ev="6.2 / 6.3" de_lowest_kj_mol=221.5 molar_mass_g_mol=252.4 total_charge=0
C 2.283 1.047 -0.882 1.125 -0.290 -2.181 -0.084
C 1.665 0.175 -1.806 -0.660 0.204 0.583 -0.083
C 1.956 1.059 0.440 -0.910 -0.284 0.399 -0.102
C 0.792 -0.804 -1.385 -0.742 -1.469 0.054 -0.122
C 1.189 0.003 0.893 -0.384 -1.680 0.479 -0.107
C 0.637 -0.963 0.007 1.748 -0.149 -0.163 -0.489
C -0.030 -2.112 0.508 -2.518 1.873 1.272 0.052
P -2.062 -0.379 0.191 -0.832 -1.777 1.107 -0.170
S -2.155 0.526 -1.488 0.762 0.609 -0.211 0.180
S -4.049 -1.223 0.449 0.595 0.180 0.134 0.292
S -1.584 2.645 1.504 -2.906 1.093 -0.055 0.311
S -1.759 0.766 2.086 -0.255 -1.452 -0.435 0.082
H 3.207 1.533 -1.243 -1.076 0.670 0.126 0.117
H 1.693 0.403 -2.842 0.772 -0.105 -0.850 0.096
H 2.150 1.914 1.059 0.914 -0.143 0.482 0.105
H 0.233 -1.618 -1.993 1.218 1.946 0.480 0.144
H 1.192 -0.325 1.940 -0.389 0.871 -0.201 0.112
H -0.270 -3.007 -0.094 0.131 0.743 0.495 0.088
H -0.240 -2.051 1.615 0.447 -0.823 -1.268 0.078
H -4.509 -0.249 -0.352 -0.199 -0.175 0.107 -0.221
H -0.340 2.662 1.394 3.157 0.160 -0.352 -0.281

Entry 3:
11
Properties=species:S:1:pos:R:3:forces:R:3:lowdin_charge:R:1 method="wB97M-V/def2-TZVPD" e_lumo_ha=0.0243 homo_ev=-9.859 gap_ev=10.5 de_lowest_kj_mol=77.3 molar_mass_g_mol=83.1 smiles=Cn1cnnc1 total_charge=0
C 0.647 0.282 1.259 0.066 0.022 0.109 -0.025
N -0.004 0.013 -0.008 -0.094 -0.052 -0.193 -0.126
C -1.340 -0.073 -0.263 -0.037 -0.007 -0.010 -0.183
N -1.557 -0.365 -1.516 0.007 0.055 0.215 0.001
N -0.334 -0.482 -2.124 0.172 0.040 0.128 0.000
C 0.572 -0.255 -1.213 0.016 -0.006 -0.018 -0.183
H 1.721 0.386 1.088 -0.159 -0.009 0.021 0.090
H 0.480 -0.539 1.961 0.028 0.120 -0.091 0.092
H 0.270 1.213 1.690 0.059 -0.132 -0.060 0.092
H -2.099 0.087 0.492 0.105 -0.027 -0.119 0.122
H 1.643 -0.267 -1.367 -0.163 -0.004 0.019 0.121

Entry 4:
47
Properties=species:S:1:pos:R:3:forces:R:3:lowdin_charge:R:1 method="wB97M-V/def2-TZVPD" e_lumo_ha=-0.2233 homo_ev=-15.951 gap_ev=9.9 de_lowest_kj_mol=54.2 molar_mass_g_mol=397.0 total_charge=+2
Ga -0.150 -0.509 -0.592 0.601 0.497 0.300 0.467
C -0.644 -1.384 2.943 0.013 -0.105 -0.187 -0.205
P 0.434 -0.455 1.825 -0.226 0.149 0.052 0.864
C 2.150 -0.686 2.398 -0.266 -0.011 -0.249 -0.204
C -0.001 1.301 2.155 0.037 -0.073 -0.040 -0.361
C 0.522 2.282 1.098 -0.023 0.022 -0.134 -0.359
P -0.218 1.969 -0.559 -0.081 -0.012 0.439 0.866
C 0.512 3.176 -1.709 -0.021 -0.375 -0.045 -0.207
C -1.945 2.509 -0.389 0.090 -0.190 -0.072 -0.204
H -0.460 -1.090 3.978 0.038 0.014 -0.028 0.075
H -0.462 -2.453 2.834 0.012 0.019 0.049 0.066
H -1.686 -1.175 2.687 0.036 0.022 0.001 0.037
H 2.212 -0.409 3.450 -0.005 -0.013 0.023 0.069
H 2.839 -0.067 1.824 0.021 0.018 -0.035 0.049
H 2.439 -1.731 2.284 -0.005 0.021 0.019 0.059
H 0.386 1.577 3.141 -0.091 -0.037 -0.044 0.111
H -1.094 1.338 2.206 0.043 -0.017 0.094 0.088
H 1.613 2.221 1.022 -0.049 0.052 -0.082 0.092
H 0.274 3.309 1.388 0.071 -0.081 -0.043 0.110
H 0.132 4.165 -1.451 0.021 -0.016 0.015 0.071
H 0.210 2.929 -2.728 0.022 0.074 0.019 0.068
H 1.598 3.183 -1.649 0.034 -0.013 0.004 0.053
H -1.953 3.569 -0.127 -0.033 -0.024 -0.019 0.075
H -2.467 1.937 0.380 0.029 0.020 -0.030 0.042
H -2.456 2.369 -1.342 -0.032 0.048 0.032 0.070
C 4.487 -1.645 -1.267 -0.217 0.057 0.025 0.004
C 4.042 -0.355 -1.523 -0.027 -0.098 -0.020 -0.004
C 2.687 -0.099 -1.460 0.118 0.331 -0.051 -0.107
N 1.795 -1.043 -1.151 -0.747 0.061 0.107 -0.041
C 2.216 -2.293 -0.929 0.081 -0.382 0.011 -0.099
C 3.554 -2.633 -0.982 -0.004 0.074 -0.004 -0.003
H 5.541 -1.876 -1.286 0.087 -0.030 -0.047 0.132
H 4.734 0.434 -1.769 0.020 0.090 -0.033 0.128
H 2.279 0.887 -1.656 0.146 -0.031 -0.018 0.095
H 1.452 -3.033 -0.707 0.096 0.032 -0.001 0.134
H 3.866 -3.648 -0.794 -0.048 -0.096 0.004 0.129
O -1.124 -1.314 -2.158 0.511 0.231 0.140 0.035
C -2.230 -1.208 -1.546 -0.652 -0.184 0.174 -0.466
C -3.622 -1.432 -2.012 -0.354 -0.137 -0.282 -0.035
C -4.449 -1.142 -0.749 -0.373 -0.116 -0.067 -0.038
C -3.442 -0.732 0.303 0.275 0.124 0.029 -0.441
O -3.598 -0.372 1.434 -0.240 0.068 0.143 0.113
N -2.168 -0.809 -0.289 0.788 -0.041 -0.241 0.097
H -3.761 -2.445 -2.395 0.121 0.037 0.002 0.147
H -3.851 -0.757 -2.840 0.067 -0.033 0.022 0.146
H -5.013 -2.011 -0.407 0.072 0.011 0.064 0.143
H -5.182 -0.347 -0.882 0.042 0.042 0.006 0.140